*A*
Here is the ion C5H8N6O3S with charge +2 from OMol25. Energies are from ωB97M-V/def2-TZVPD.

Last column: Löwdin charge in e.
Element x y z (Å)
1 C -3.06 1.45 -0.26  0.072
2 C -3.36 0.14 -0.07  -0.070
3 C -1.22 0.31 -0.25  -0.116
4 C 0.28 0.26 -0.28  -0.414
5 C 3.32 -0.27 0.21  -0.595
6 N -2.22 -0.53 -0.04  0.245
7 N -1.74 1.51 -0.41  0.187
8 N 4.66 -0.50 -0.21  0.158
9 N 0.96 -0.85 0.06  0.116
10 N -4.72 -0.52 0.27  -0.356
11 N 2.33 -1.01 -0.34  0.045
12 O 0.80 1.20 -0.74  0.174
13 O -5.68 0.08 0.07  0.222
14 O -4.52 -1.63 0.63  0.153
15 S 3.13 0.53 1.76  0.942
16 H -3.67 2.33 -0.09  0.180
17 H -2.19 -1.54 -0.04  0.203
18 H -1.19 2.38 -0.66  0.239
19 H 4.83 -0.95 -1.15  0.165
20 H 5.41 -0.15 0.20  0.045
21 H 0.73 -1.55 0.70  0.154
22 H 2.58 -1.57 -1.24  0.237
23 H 4.55 0.88 1.87  0.018

Computed properties:
- Kohn-Sham gap (hartree) = 0.36357
- E_HOMO (eV) = -17.8
- total charge = +2

*B*
Here is a cluster of 2 separate species, C5H8N6O3S in total from OMol25. Energies are from ωB97M-V/def2-TZVPD.

Last column: Löwdin charge in e.
Element x y z (Å)
1 C 2.75 -1.49 -0.29  0.141
2 C 3.21 -0.21 -0.04  -0.072
3 C 1.04 -0.01 -0.01  -0.094
4 C -0.43 0.39 0.06  -0.317
5 C -3.17 1.83 0.05  -0.718
6 N 2.17 0.67 0.07  0.220
7 N 1.35 -1.30 -0.32  0.194
8 N -3.79 -1.27 0.06  0.319
9 N -0.74 1.67 0.27  0.096
10 N 4.54 0.49 0.07  -0.345
11 N -2.01 2.03 0.39  0.068
12 O -1.31 -0.45 -0.16  0.049
13 O 5.44 -0.25 -0.19  0.195
14 O 4.48 1.62 0.40  0.156
15 S -4.70 1.94 0.04  0.891
16 H 3.36 -2.34 -0.42  0.155
17 H 2.24 1.69 0.29  0.223
18 H 0.86 -2.11 -0.62  0.184
19 H -4.28 -0.78 -0.66  0.110
20 H -3.96 -2.23 -0.27  0.176
21 H -0.02 2.33 0.05  0.175
22 H -2.85 -1.17 0.24  0.033
23 H -4.19 -1.07 0.98  0.162

Computed properties:
- Kohn-Sham gap (hartree) = 0.28543
- E_HOMO (eV) = -16.1
- total charge = +2

Quick ranking, most stable first: *A*, *B*.

*A*
Here is a structure of composition C20H19AuN2O3 from OMol25. Energies are from ωB97M-V/def2-TZVPD.

Last column: Löwdin charge in e.
Element x y z (Å)
1 Au 0.12 0.29 -0.58  1.115
2 O 0.01 -1.31 3.53  0.085
3 C 1.26 -1.79 3.70  -0.255
4 C 1.63 -2.40 4.89  -0.020
5 C 2.93 -2.85 5.08  -0.076
6 C 3.88 -2.67 4.09  -0.085
7 C 3.52 -2.06 2.91  -0.026
8 C 2.22 -1.64 2.68  -0.085
9 C 1.83 -1.07 1.38  -0.409
10 O 0.69 -1.28 0.91  -0.050
11 N 2.76 -0.33 0.77  0.115
12 N 2.42 0.34 -0.29  -0.073
13 C 3.17 0.80 -1.23  -0.040
14 C 2.76 1.78 -2.18  -0.142
15 C 3.60 2.12 -3.25  -0.044
16 C 3.22 3.06 -4.19  -0.084
17 C 1.99 3.69 -4.08  -0.064
18 C 1.15 3.39 -3.04  -0.003
19 C 1.51 2.45 -2.05  -0.364
20 O 0.71 2.25 -1.06  -0.191
21 H -0.52 -1.51 4.32  0.119
22 H 0.89 -2.53 5.67  0.115
23 H 3.19 -3.34 6.01  0.107
24 H 4.89 -3.02 4.24  0.102
25 H 4.25 -1.92 2.12  0.109
26 H 4.20 0.45 -1.30  0.135
27 H 4.55 1.63 -3.34  0.112
28 H 3.88 3.29 -5.02  0.102
29 H 1.68 4.42 -4.82  0.110
30 H 0.19 3.88 -2.93  0.119
31 C -4.86 0.44 -2.13  -0.058
32 C -4.39 -0.32 -0.88  -0.645
33 C -4.75 0.47 0.38  -0.059
34 C -5.00 -1.72 -0.83  -0.058
35 C -2.93 -0.38 -0.90  -0.169
36 C -1.73 -0.28 -0.88  -0.186
37 H -5.94 0.52 -2.14  0.080
38 H -4.53 -0.08 -3.03  0.084
39 H -4.43 1.44 -2.14  0.083
40 H -5.84 0.56 0.47  0.080
41 H -4.31 1.47 0.34  0.085
42 H -4.36 -0.03 1.27  0.084
43 H -6.09 -1.64 -0.80  0.079
44 H -4.67 -2.25 0.05  0.082
45 H -4.72 -2.29 -1.71  0.083

Computed properties:
- expectation value of S² = 2.03
- 2S+1 = 3
- Kohn-Sham gap (alpha / beta) (hartree) = 0.27727 / 0.19780
- E_HOMO (alpha / beta) (eV) = -7.9 / -8.3

*B*
Here is a structure of composition C20H19AuN2O3 from OMol25. Energies are from ωB97M-V/def2-TZVPD.

Last column: Löwdin charge in e.
Element x y z (Å)
1 Au -1.85 0.36 -0.48  0.984
2 C -1.87 3.80 -2.35  -0.077
3 O -1.15 2.65 -1.93  -0.160
4 C 0.20 2.69 -1.98  -0.225
5 C 0.92 3.78 -2.46  -0.027
6 C 2.31 3.74 -2.48  -0.083
7 C 2.99 2.63 -2.03  -0.089
8 C 2.28 1.54 -1.55  -0.003
9 C 0.89 1.55 -1.51  -0.194
10 N 0.17 0.48 -1.01  -0.112
11 N 0.87 -0.60 -0.68  0.045
12 C 0.99 -1.02 0.58  -0.174
13 C 0.51 -0.24 1.71  -0.409
14 O -0.07 0.87 1.57  -0.090
15 C 0.69 -0.82 3.02  -0.030
16 C 1.29 -2.02 3.21  -0.044
17 C 1.76 -2.80 2.11  -0.184
18 C 2.37 -4.06 2.30  -0.046
19 C 2.82 -4.80 1.24  -0.094
20 C 2.67 -4.31 -0.06  -0.090
21 C 2.08 -3.08 -0.28  -0.032
22 C 1.62 -2.31 0.80  -0.112
23 H -1.62 4.67 -1.74  0.100
24 H -2.92 3.55 -2.22  0.086
25 H -1.68 4.02 -3.40  0.097
26 H 0.40 4.66 -2.82  0.100
27 H 2.85 4.60 -2.86  0.103
28 H 4.07 2.60 -2.05  0.102
29 H 2.79 0.66 -1.19  0.111
30 H 0.35 -0.22 3.85  0.111
31 H 1.42 -2.41 4.21  0.107
32 H 2.48 -4.43 3.32  0.108
33 H 3.29 -5.76 1.41  0.097
34 H 3.02 -4.89 -0.91  0.098
35 H 1.97 -2.70 -1.28  0.103
36 C -2.86 -0.87 2.19  -0.028
37 O -3.96 -0.47 1.32  -0.091
38 C -3.69 0.04 0.17  -0.400
39 C -4.93 0.38 -0.57  -0.070
40 H -2.20 -0.02 2.36  0.069
41 H -2.31 -1.68 1.72  0.093
42 H -3.34 -1.20 3.11  0.096
43 H -5.83 0.14 -0.01  0.086
44 H -4.91 -0.14 -1.53  0.086
45 H -4.89 1.45 -0.80  0.081

Computed properties:
- expectation value of S² = 2.05
- 2S+1 = 3
- Kohn-Sham gap (alpha / beta) (hartree) = 0.21291 / 0.25579
- E_HOMO (alpha / beta) (eV) = -5.9 / -7.8

Quick ranking, most stable first: *B*, *A*.